Record 1
{"formula": "C16H19ClN4O6S", "method": "ωB97M-V/def2-TZVPD", "gap_ev": 8.8, "charge": 0, "species": ["C", "C", "H", "H", "O", "C", "C", "C", "C", "C", "C", "N", "O", "O", "H", "C", "N", "C", "N", "C", "C", "S", "C", "C", "O", "H", "C", "H", "H", "Cl", "H", "H", "H", "N", "O", "O", "C", "H", "H", "H", "H", "H", "H", "H", "H", "H", "H"], "positions_angstrom": [[-5.921, -2.453, 2.085], [-5.786, -2.271, 0.577], [-6.755, -2.425, 0.097], [-5.067, -2.979, 0.150], [-5.446, -0.939, 0.230], [-4.198, -0.487, 0.350], [-3.090, -1.255, 0.732], [-1.824, -0.714, 0.775], [-1.595, 0.618, 0.435], [-2.672, 1.392, 0.054], [-3.956, 0.862, 0.018], [-5.021, 1.748, -0.378], [-4.696, 2.734, -1.011], [-6.154, 1.484, -0.054], [-2.551, 2.432, -0.213], [-0.193, 1.173, 0.458], [0.626, 0.502, -0.523], [0.577, 0.664, -1.881], [1.386, -0.160, -2.487], [1.986, -0.891, -1.515], [1.531, -0.489, -0.268], [1.878, -1.074, 1.349], [3.233, 0.058, 1.825], [4.483, -0.073, 0.951], [5.131, -1.296, 1.137], [4.660, -1.980, 0.633], [5.490, 1.015, 1.331], [5.717, 0.971, 2.396], [6.404, 0.880, 0.753], [4.845, 2.624, 0.968], [4.204, 0.074, -0.105], [2.853, 1.079, 1.803], [3.468, -0.232, 2.849], [2.915, -1.908, -1.816], [3.081, -2.223, -2.968], [3.499, -2.415, -0.866], [-0.278, 1.660, -2.558], [-0.079, 1.613, -3.624], [-0.062, 2.664, -2.197], [-1.332, 1.449, -2.380], [0.257, 0.999, 1.440], [-0.200, 2.245, 0.245], [-0.994, -1.335, 1.080], [-3.216, -2.291, 0.999], [-6.267, -3.460, 2.299], [-6.645, -1.741, 2.473], [-4.973, -2.291, 2.591]], "lowdin_charge": [-0.055, -0.218, 0.130, 0.119, -0.029, -0.190, 0.016, 0.001, -0.192, 0.039, -0.058, -0.351, 0.070, 0.114, 0.129, -0.090, -0.013, -0.321, 0.205, -0.226, -0.440, 0.989, -0.404, -0.540, -0.030, 0.067, -0.527, 0.087, 0.086, 0.588, 0.130, 0.051, 0.091, -0.336, 0.123, 0.024, 0.014, 0.091, 0.090, 0.080, 0.108, 0.136, 0.098, 0.111, 0.080, 0.085, 0.069]}

Record 2
{"formula": "C20H57N3O11", "method": "ωB97M-V/def2-TZVPD", "gap_ev": 9.4, "charge": 0, "smiles": "COC[C@H](C)N.COC[C@H](C)N.COC[C@H](C)N.OCCO.OCCO.OCCO.OCCO", "species": ["C", "O", "C", "C", "C", "N", "H", "H", "H", "H", "H", "H", "H", "H", "H", "H", "H", "C", "O", "C", "C", "C", "N", "H", "H", "H", "H", "H", "H", "H", "H", "H", "H", "H", "C", "O", "C", "C", "C", "N", "H", "H", "H", "H", "H", "H", "H", "H", "H", "H", "H", "O", "C", "C", "O", "H", "H", "H", "H", "H", "H", "O", "C", "C", "O", "H", "H", "H", "H", "H", "H", "O", "C", "C", "O", "H", "H", "H", "H", "H", "H", "O", "C", "C", "O", "H", "H", "H", "H", "H", "H"], "positions_angstrom": [[0.717, 3.159, 0.465], [-0.066, 2.745, -0.659], [0.294, 1.511, -1.336], [0.014, 0.088, -0.733], [0.749, -1.047, -1.422], [-1.411, -0.133, -0.843], [0.749, 2.586, 1.392], [0.210, 4.104, 0.660], [1.724, 3.522, 0.257], [-0.302, 1.507, -2.248], [1.258, 1.638, -1.829], [0.261, 0.014, 0.327], [0.462, -1.914, -0.827], [1.823, -0.958, -1.588], [0.280, -1.291, -2.375], [-1.596, -1.055, -1.212], [-1.626, 0.601, -1.502], [-0.837, -0.206, -5.177], [-0.980, 0.985, -4.421], [-1.026, 2.047, -5.347], [-1.309, 3.414, -4.625], [-2.588, 3.581, -3.728], [-1.373, 4.576, -5.518], [-1.449, -0.219, -6.079], [-1.026, -1.039, -4.500], [0.218, -0.432, -5.331], [-0.136, 1.967, -5.970], [-1.902, 1.875, -5.973], [-0.414, 3.530, -4.014], [-3.442, 3.645, -4.401], [-2.403, 4.422, -3.061], [-2.739, 2.757, -3.031], [-0.613, 4.447, -6.171], [-1.308, 5.497, -5.110], [-1.339, -1.220, 2.469], [-1.332, -1.580, 3.896], [-1.370, -3.088, 4.004], [-2.732, -3.761, 3.968], [-3.545, -3.648, 2.579], [-3.623, -3.249, 5.011], [-1.111, -2.005, 1.747], [-0.539, -0.525, 2.212], [-2.277, -0.717, 2.235], [-0.574, -3.541, 3.414], [-1.022, -3.302, 5.015], [-2.415, -4.741, 4.325], [-3.941, -2.641, 2.444], [-4.398, -4.323, 2.521], [-2.907, -3.924, 1.739], [-4.513, -3.726, 5.023], [-3.908, -2.400, 4.544], [3.624, 1.268, -3.341], [4.588, 1.475, -2.366], [4.554, 0.398, -1.330], [5.536, 0.537, -0.375], [3.686, 1.960, -4.004], [5.496, 1.289, -2.940], [4.684, 2.444, -1.878], [4.644, -0.570, -1.823], [3.622, 0.519, -0.778], [5.128, 0.346, 0.473], [-0.705, -4.033, -2.113], [-1.787, -4.022, -1.162], [-3.035, -3.753, -1.986], [-2.788, -2.634, -2.850], [-1.003, -3.386, -2.757], [-1.677, -4.867, -0.484], [-1.623, -3.136, -0.549], [-3.949, -3.673, -1.397], [-3.316, -4.677, -2.491], [-3.581, -2.505, -3.374], [0.116, 3.607, 5.821], [0.929, 3.714, 4.669], [1.211, 2.233, 4.226], [2.264, 1.740, 5.005], [0.609, 3.356, 6.605], [0.406, 4.262, 3.885], [1.889, 4.170, 4.911], [1.619, 2.187, 3.216], [0.275, 1.675, 4.259], [2.410, 0.813, 4.805], [3.820, 0.522, 2.213], [2.662, -0.333, 2.048], [2.639, -1.511, 3.107], [2.481, -1.094, 4.406], [3.954, 0.768, 3.131], [1.692, 0.163, 2.055], [2.608, -0.731, 1.035], [3.641, -1.941, 3.098], [1.884, -2.273, 2.916], [2.123, -1.838, 4.897]], "lowdin_charge": [-0.097, -0.175, -0.144, -0.414, -0.037, 0.071, 0.055, 0.086, 0.084, 0.087, 0.113, 0.082, 0.069, 0.072, 0.067, 0.035, 0.058, -0.102, -0.205, -0.197, -0.398, -0.046, 0.014, 0.093, 0.067, 0.092, 0.124, 0.117, 0.118, 0.075, 0.075, 0.060, 0.060, 0.072, -0.102, -0.182, -0.175, -0.399, -0.040, 0.030, 0.067, 0.047, 0.085, 0.111, 0.111, 0.130, 0.070, 0.065, 0.046, 0.068, 0.058, -0.057, -0.279, -0.294, -0.040, 0.092, 0.120, 0.129, 0.129, 0.102, 0.055, -0.078, -0.220, -0.229, -0.066, 0.045, 0.125, 0.078, 0.116, 0.117, 0.102, -0.070, -0.210, -0.250, -0.068, 0.087, 0.113, 0.117, 0.076, 0.124, 0.033, -0.058, -0.182, -0.226, -0.060, 0.083, 0.076, 0.104, 0.119, 0.116, 0.108]}

Record 3
{"formula": "C9H23FN4O5S", "method": "ωB97M-V/def2-TZVPD", "gap_ev": 9.2, "charge": 0, "smiles": "NC[C@@H](O)CNS(=O)(=O)F.CNC(C)=O.CNC(C)=O", "species": ["N", "C", "C", "O", "C", "N", "S", "O", "O", "F", "H", "H", "H", "H", "H", "H", "H", "H", "H", "C", "N", "C", "C", "O", "H", "H", "H", "H", "H", "H", "H", "C", "N", "C", "C", "O", "H", "H", "H", "H", "H", "H", "H"], "positions_angstrom": [[4.042, -2.177, 0.713], [2.660, -2.083, 1.135], [2.042, -0.681, 1.121], [2.999, 0.251, 1.614], [1.390, -0.218, -0.189], [2.307, 0.282, -1.231], [2.919, -0.694, -2.386], [4.336, -0.706, -2.295], [2.295, -0.453, -3.640], [2.378, -2.074, -1.901], [4.168, -2.360, -0.268], [4.578, -1.373, 0.999], [2.595, -2.437, 2.169], [2.026, -2.748, 0.552], [1.208, -0.715, 1.830], [2.793, 1.132, 1.306], [0.722, 0.601, 0.086], [0.755, -1.018, -0.553], [3.072, 0.829, -0.855], [-4.013, -1.862, 3.185], [-3.011, -1.989, 2.144], [-1.948, -1.185, 1.899], [-1.750, 0.007, 2.806], [-1.185, -1.426, 0.974], [-4.010, -2.745, 3.826], [-5.006, -1.758, 2.746], [-3.815, -0.990, 3.799], [-3.085, -2.765, 1.504], [-0.866, 0.547, 2.479], [-2.608, 0.679, 2.758], [-1.607, -0.310, 3.839], [-1.173, 2.710, -4.040], [-0.733, 3.292, -2.786], [-1.074, 2.930, -1.524], [-2.037, 1.778, -1.368], [-0.602, 3.511, -0.558], [-0.320, 2.324, -4.599], [-1.679, 3.460, -4.651], [-1.862, 1.893, -3.857], [-0.083, 4.062, -2.821], [-2.200, 1.605, -0.309], [-2.995, 2.002, -1.839], [-1.623, 0.872, -1.812]], "lowdin_charge": [0.024, -0.226, -0.363, -0.023, -0.172, -0.096, 0.572, -0.249, -0.251, -0.135, 0.038, 0.065, 0.110, 0.114, 0.119, 0.085, 0.113, 0.106, 0.108, -0.073, 0.011, -0.538, -0.002, 0.026, 0.084, 0.084, 0.071, 0.141, 0.075, 0.087, 0.088, -0.072, 0.010, -0.559, -0.010, 0.018, 0.085, 0.082, 0.071, 0.139, 0.072, 0.085, 0.084]}

What are the energy above the lowest of the compared OMol25 structures with the same formula, charge and spin values for these records? In order: 545.9; 438.9; 22.0 kJ/mol.
What are the largest force on an atom values for these records? In order: 2.08; 3.32; 1.09 eV Å⁻¹.